Arrangement 1

This record from the Open Molecules 2025 dataset describes C4H6N2S in the gas phase. The level of theory is ωB97M-V with the def2-TZVPD basis set.

Geometry (Å):
H  -2.2324  1.0042  -0.0802
N  -1.3453  1.4063  0.1443
C  -0.2724  0.7419  -0.0313
C  1.0412  1.3733  0.0324
C  2.0965  0.5621  0.0490
S  1.6003  -1.0384  -0.0151
N  0.0146  -0.6173  -0.0011
C  -1.1037  -1.5731  -0.0157
H  1.0860  2.5153  0.0280
H  3.1792  0.9321  0.0335
H  -1.2942  -1.8198  -1.0352
H  -0.7265  -2.5143  0.3796
H  -2.0434  -0.9723  0.5119

Frontier orbital gap, eV: 8.48
SMILES: [H]/N=c1/ccsn1C
E_LUMO, Ha: 0.02632
HOMO energy, eV: -7.77
Spin multiplicity: 1



Arrangement 2

This record from the Open Molecules 2025 dataset describes C4H6N2S as an isolated structure. The level of theory is ωB97M-V with the def2-TZVPD basis set.

Geometry (Å):
C  2.3596  -0.3861  -0.0933
C  -0.5321  -0.7918  0.0714
C  -1.6888  0.0754  -0.2446
C  -0.8444  1.2249  0.0607
H  2.1058  -1.3112  0.5141
H  3.1773  -0.3269  -0.7580
H  -0.6914  -1.6284  0.8510
H  -0.3974  -1.4793  -0.7424
H  -1.3634  1.8164  0.9368
H  -0.5891  2.0636  -0.6819
N  1.4884  0.5765  -0.1841
N  0.2217  0.2914  0.3491
S  -3.2463  -0.1245  -0.0790

Frontier orbital gap, eV: 8.24
E_LUMO, Ha: -0.01731
HOMO energy, eV: -8.71
Spin multiplicity: 1



Arrangement 3

This record from the Open Molecules 2025 dataset describes C4H6N2S in the gas phase. The level of theory is ωB97M-V with the def2-TZVPD basis set.

Geometry (Å):
C  -1.9731  -0.8221  -0.0544
C  -0.5789  -0.1948  -0.0800
N  0.5486  -0.8361  -0.0901
C  1.5433  0.1064  -0.0578
S  3.2661  -0.3518  -0.1100
C  1.0140  1.3373  0.0095
N  -0.3613  1.1449  -0.0386
H  -2.5368  -0.7276  -1.0071
H  -2.6188  -0.4819  0.7772
H  -1.9465  -1.9144  0.0969
H  3.1960  -1.3986  0.7250
H  1.4970  2.3010  -0.0249
H  -1.0495  1.8377  -0.1455

Frontier orbital gap, eV: 9.17
SMILES: Cc1nc(S)c[nH]1
E_LUMO, Ha: 0.03029
HOMO energy, eV: -8.34
Spin multiplicity: 1



We find arrangement 3 to be the most stable, with the next structure 189.6 kJ/mol higher.